Here is a 10-piece molecular cluster, C9H38O10 overall in a non-equilibrium geometry from the OMol25 dataset. Energies are from ωB97M-V/def2-TZVPD.

2S+1: 1
Molar mass, g mol⁻¹: 306.39
Structure (SMILES): CC(C)O.CC(C)O.CO.CO.CO.O.O.O.O.O
Energy above the lowest of the compared OMol25 structures with the same formula, charge and spin, kJ/mol: 298.3
Largest force on an atom, eV/Å: 3.23

Each line ends with the Löwdin charge.
Geometry (Å):
C1 9.72 6.37 -41.62  -0.06
C2 9.87 5.11 -42.45  -0.48
C3 8.75 4.97 -43.47  -0.06
O1 11.15 5.09 -43.10  -0.06
H1 9.97 7.27 -42.17  0.07
H2 10.48 6.30 -40.83  0.06
H3 8.75 6.41 -41.14  0.08
H4 9.80 4.22 -41.81  0.13
H5 7.76 5.11 -43.04  0.08
H6 8.75 3.94 -43.87  0.08
H7 8.90 5.65 -44.32  0.08
H8 11.05 5.52 -43.96  0.08
C4 8.47 9.56 -39.65  -0.05
C5 9.40 9.98 -40.75  -0.43
C6 9.22 11.39 -41.19  -0.04
O2 10.77 9.90 -40.25  -0.12
H9 7.41 9.65 -39.90  0.09
H10 8.66 10.22 -38.79  0.07
H11 8.66 8.55 -39.30  0.07
H12 9.38 9.32 -41.62  0.12
H13 8.23 11.56 -41.64  0.09
H14 9.94 11.69 -41.96  0.09
H15 9.33 12.06 -40.33  0.09
H16 10.91 9.12 -39.67  0.06
C7 12.71 6.21 -35.68  -0.12
O3 13.53 5.26 -36.40  -0.13
H17 13.04 6.25 -34.63  0.08
H18 12.92 7.21 -36.06  0.06
H19 11.67 5.93 -35.74  0.07
H20 14.45 5.46 -36.22  0.07
C8 13.00 8.29 -42.35  -0.17
O4 12.71 9.66 -42.21  -0.13
H21 12.49 7.86 -43.22  0.07
H22 14.07 8.14 -42.49  0.08
H23 12.69 7.72 -41.46  0.06
H24 12.09 9.77 -41.46  0.03
C9 8.94 5.81 -37.55  -0.14
O5 8.84 4.83 -38.59  -0.13
H25 8.12 6.51 -37.70  0.08
H26 8.79 5.34 -36.58  0.08
H27 9.87 6.38 -37.60  0.05
H28 9.64 4.32 -38.69  0.06
O6 13.29 10.49 -37.99  -0.05
H29 13.89 9.74 -38.14  0.00
H30 13.22 10.91 -38.86  0.06
O7 11.48 8.04 -38.44  -0.06
H31 11.76 7.17 -38.79  0.02
H32 12.31 8.40 -38.07  0.02
O8 14.26 7.84 -38.31  -0.05
H33 14.79 7.55 -37.55  0.06
H34 14.24 7.08 -38.91  0.04
O9 10.25 10.78 -38.18  -0.09
H35 10.45 10.62 -39.11  -0.09
H36 10.99 10.38 -37.71  0.02
O10 12.90 5.76 -39.48  -0.05
H37 13.06 5.39 -40.36  0.08
H38 12.54 5.03 -38.95  0.07


Here is a 11-piece molecular cluster, C9H40O11 overall in a non-equilibrium geometry from the OMol25 dataset. Energies are from ωB97M-V/def2-TZVPD.

2S+1: 1
Molar mass, g mol⁻¹: 324.41
Energy above the lowest of the compared OMol25 structures with the same formula, charge and spin, kJ/mol: 1111.8
Largest force on an atom, eV/Å: 8.31

Each line ends with the Löwdin charge.
Geometry (Å):
O1 0.25 -0.69 -0.54  0.14
H1 -0.70 -0.99 -0.60  0.11
H2 0.21 -0.21 -1.45  0.12
H3 0.45 0.07 0.17  0.12
O2 0.44 1.47 1.12  -0.30
H4 0.51 2.34 1.16  -0.06
C1 -2.99 1.98 -1.38  -0.16
O3 -3.01 1.49 -2.71  -0.13
H5 -3.95 1.69 -0.88  0.09
H6 -3.02 3.10 -1.17  0.11
H7 -2.06 1.59 -0.91  0.07
H8 -3.64 2.07 -3.14  0.09
C2 2.68 -2.94 -2.13  -0.10
O4 4.15 -2.94 -2.51  -0.20
H9 2.53 -1.91 -1.99  0.04
H10 2.45 -3.44 -1.28  0.04
H11 2.03 -3.20 -2.97  0.07
H12 4.56 -2.22 -1.82  0.15
C3 3.61 2.25 -0.12  -0.20
O5 2.99 1.01 -0.01  -0.18
H13 4.60 1.92 -0.43  0.08
H14 3.41 2.95 0.73  0.10
H15 3.19 2.85 -0.93  0.06
H16 2.20 1.23 0.62  0.06
C4 0.38 1.16 -3.85  -0.11
O6 -0.22 0.97 -2.59  -0.06
H17 0.20 2.17 -4.36  0.11
H18 0.07 0.60 -4.71  0.07
H19 1.44 0.85 -3.88  0.10
H20 -1.06 0.85 -2.71  -0.07
C5 1.80 1.34 4.43  -0.21
O7 2.27 1.68 3.19  -0.11
H21 2.64 1.18 4.93  0.03
H22 1.23 0.55 4.59  0.02
H23 1.23 2.20 5.02  0.12
H24 1.58 1.47 2.49  0.04
C6 0.91 -1.71 2.49  -0.15
O8 -0.13 -0.77 2.67  -0.17
H25 1.62 -1.18 2.08  0.02
H26 0.74 -2.39 1.64  0.06
H27 0.96 -2.31 3.42  0.11
H28 -0.07 0.11 2.14  0.05
C7 -2.00 2.09 3.42  -0.21
O9 -2.07 2.00 2.03  -0.15
H29 -2.47 1.29 4.03  0.07
H30 -2.24 3.09 3.87  0.08
H31 -1.00 1.74 3.86  0.08
H32 -1.10 1.87 1.76  0.03
C8 -1.82 -2.40 -3.11  -0.12
O10 -0.77 -2.74 -2.26  -0.09
H33 -1.56 -2.60 -4.05  0.02
H34 -1.77 -1.16 -3.27  0.15
H35 -2.73 -2.97 -2.91  0.09
H36 -0.54 -3.59 -2.12  0.04
C9 -2.64 -2.50 0.75  -0.15
O11 -2.41 -1.14 0.51  -0.11
H37 -3.22 -2.61 1.69  0.09
H38 -1.71 -3.07 0.83  0.09
H39 -3.40 -2.95 0.17  0.06
H40 -3.03 -0.60 0.97  0.08


Here is C9H4Cl2ErN2O3Ru as an isolated structure in a non-equilibrium geometry from the OMol25 dataset. Energies are from ωB97M-V/def2-TZVPD.

2S+1: 9
Molar mass, g mol⁻¹: 527.38
Charge: +4
Energy above the lowest of the compared OMol25 structures with the same formula, charge and spin, kJ/mol: 385.6
Largest force on an atom, eV/Å: 10.04

Each line ends with the Löwdin charge.
Geometry (Å):
Er1 -0.27 -0.88 -3.31  1.12
Ru1 -0.05 -0.86 -0.69  0.88
Cl1 -0.54 1.20 -1.93  0.21
Cl2 0.48 -2.93 -2.16  0.27
C1 -0.69 -2.13 0.42  -0.26
C2 -0.58 -0.79 -5.90  -0.14
C3 -0.04 -2.21 -5.51  -0.17
O1 -1.05 -3.00 1.12  0.27
O2 -0.87 -0.33 -6.96  0.33
O3 0.16 -3.16 -6.20  0.32
N1 2.15 0.02 5.33  0.46
C4 1.59 0.36 4.35  0.07
C5 0.85 0.83 3.22  -0.09
C6 0.18 2.06 3.30  0.13
C7 -0.57 2.49 2.21  0.10
C8 -0.68 1.64 1.09  -0.04
N2 -0.01 0.48 1.03  -0.07
C9 0.76 0.07 2.06  0.03
H1 0.25 2.67 4.20  0.18
H2 -1.05 3.46 2.18  0.16
H3 -1.30 1.89 0.24  0.08
H4 1.29 -0.88 1.92  0.16


Here is C9H4ClINOS4Tc as an isolated structure from the OMol25 dataset. Energies are from ωB97M-V/def2-TZVPD.

2S+1: 4
Molar mass, g mol⁻¹: 530.76
Charge: +1
Energy above the lowest of the compared OMol25 structures with the same formula, charge and spin, kJ/mol: 6.1
Largest force on an atom, eV/Å: 0.73

Each line ends with the Löwdin charge.
Geometry (Å):
Tc1 0.91 2.30 -0.04  0.88
Cl1 -0.79 -4.33 -0.59  0.76
C1 0.06 -2.84 -0.46  -0.59
C2 1.43 -2.84 -0.44  -0.13
C3 2.16 -1.62 -0.35  -0.65
I1 4.23 -1.65 -0.33  1.02
C4 1.49 -0.44 -0.28  -0.39
O1 2.06 0.79 -0.21  -0.31
C5 0.09 -0.45 -0.29  -0.16
N1 -0.50 0.78 -0.21  -0.07
C6 -1.82 0.89 -0.21  -0.08
C7 -2.64 -0.24 -0.32  -0.01
C8 -2.07 -1.49 -0.40  0.03
C9 -0.67 -1.62 -0.39  -0.15
H1 1.96 -3.77 -0.50  0.11
H2 -2.24 1.88 -0.12  0.13
H3 -3.71 -0.12 -0.32  0.12
H4 -2.69 -2.37 -0.48  0.11
S1 0.47 2.55 2.18  0.13
S2 1.05 4.41 2.81  0.10
S3 0.56 5.64 1.35  0.10
S4 0.68 4.55 -0.38  0.07